Molecular formula: C20H18AuClF9O3PS
Method: DFT, ωB97M-V with the def2-TZVPD basis set

As for the spin multiplicity: 2. The relative energy (zero: lowest compared OMol25 entry of this formula, charge and spin) is 381.44 kJ/mol. As for the net charge: +1. The largest force on an atom comes out at 0.01121 Eh/bohr. The calculation puts the LUMO energy (spin up / spin down) at -0.236 / -0.261 hartree.

Cartesian coordinates (Å):
Au1 -0.15532 -1.66562 0.50779
F1 1.83752 -2.32476 0.40480
P1 3.45371 -1.37059 0.57839
F2 3.73285 -1.87878 -0.91478
F3 2.60810 -0.15374 -0.03845
F4 4.01476 -2.73077 1.14670
F5 4.77968 -0.56596 0.70968
F6 2.89770 -0.98435 2.02483
C1 0.94208 -1.75364 4.04960
S1 -0.65679 -1.59424 3.24969
C2 -1.36355 -0.21937 4.15531
H1 0.79269 -2.13812 5.05886
H2 1.44807 -0.79113 4.07937
H3 1.54148 -2.45368 3.47201
H4 -0.69334 0.63795 4.12556
H5 -1.53008 -0.53466 5.18518
H6 -2.31382 0.03241 3.69031
F7 0.18872 7.46303 2.54409
C3 -0.14510 7.11026 1.29062
F8 0.79658 7.61533 0.47527
F9 -1.30391 7.71365 0.99463
C4 -0.23167 5.61246 1.15519
C5 0.90664 4.86119 1.41937
C6 0.86311 3.48495 1.30623
C7 -0.32805 2.85920 0.92895
C8 -1.46470 3.61971 0.66454
C9 -1.41494 4.99980 0.77835
C10 -0.35888 1.42994 0.80980
C11 -0.31029 0.22987 0.72993
H7 1.82513 5.35502 1.70957
H8 1.74361 2.88681 1.49883
H9 -2.38564 3.13016 0.37757
H10 -2.29300 5.59609 0.57478
C12 -2.28710 -3.48059 -3.51432
C13 -0.82075 -3.16662 -3.41233
C14 0.08017 -4.05168 -3.94162
C15 1.47397 -3.83513 -3.88920
Cl1 2.50641 -4.99216 -4.54409
C16 2.01760 -2.67816 -3.28645
C17 1.15976 -1.78214 -2.74651
C18 -0.25589 -1.99540 -2.78939
O1 -0.89314 -1.03659 -2.16331
C19 -2.31046 -0.87826 -1.95935
C20 -2.90230 -1.63773 -0.76376
O2 -4.08800 -1.82468 -0.77612
O3 -2.13185 -2.05271 0.22743
H11 -2.40996 -4.49332 -3.89038
H12 -2.78791 -2.80990 -4.21486
H13 -2.80704 -3.42173 -2.55964
H14 -0.27610 -4.95974 -4.40991
H15 3.08760 -2.53403 -3.24171
H16 1.51656 -0.88851 -2.24834
H17 -2.86891 -1.14636 -2.84717
H18 -2.42600 0.18701 -1.77154

Molecular formula: C2H4CdO2
Method: DFT, ωB97M-V with the def2-TZVPD basis set

As for the spin multiplicity: 2. The relative energy (zero: lowest compared OMol25 entry of this formula, charge and spin) is 0.00 kJ/mol. As for the net charge: +1. The largest force on an atom comes out at 0.04058 Eh/bohr. The calculation puts the LUMO energy (spin up / spin down) at -0.221 / -0.231 hartree.

Cartesian coordinates (Å):
H1 -0.95813 -0.73727 0.43696
O1 -0.55859 -0.20297 -0.28146
C1 0.41799 0.66163 0.19833
C2 0.78225 0.71361 1.47114
H2 0.88632 1.22364 -0.60834
H3 1.56449 1.41174 1.76262
H4 0.42190 -0.00487 2.20959
O2 -1.56051 -2.30677 -3.05505
Cd1 -0.99573 -0.75874 -2.13379

Molecular formula: C6H10
Method: DFT, ωB97M-V with the def2-TZVPD basis set

The structure (SMILES) is CC#CCCC. The relative energy (zero: lowest compared OMol25 entry of this formula, charge and spin) is 146.04 kJ/mol. As for the net charge: 0. The largest force on an atom comes out at 0.01027 Eh/bohr. The calculation puts the LUMO energy at 0.040 hartree.

Cartesian coordinates (Å):
C1 2.69146 -0.36384 0.92228
C2 1.65912 -0.01244 -0.05119
C3 0.73908 0.25940 -0.78066
C4 -0.50047 0.54011 -1.50601
C5 -1.78158 0.36538 -0.62159
C6 -1.58275 -0.22464 0.78452
H1 3.69718 -0.24257 0.51572
H2 2.60703 0.26678 1.81300
H3 2.57622 -1.40514 1.23748
H4 -0.55880 -0.10693 -2.38968
H5 -0.47020 1.56783 -1.88898
H6 -2.25669 1.34741 -0.52632
H7 -2.48838 -0.25857 -1.17949
H8 -1.67626 -1.31612 0.79578
H9 -2.32534 0.18562 1.47685
H10 -0.59287 0.02174 1.17934

Molecular formula: C12H29Cl18N3O8Sn
Method: DFT, ωB97M-V with the def2-TZVPD basis set

As for the net charge: 0. The largest force on an atom comes out at 0.06537 Eh/bohr. The calculation puts the LUMO energy at -0.080 hartree.

Cartesian coordinates (Å):
Sn1 -11.27206 6.02198 12.10582
O1 -13.96297 5.26475 13.03774
H1 -14.33948 5.87312 13.70305
O2 -11.46289 7.66492 9.74674
H2 -11.67825 7.98068 8.84761
C1 -7.68840 9.99347 12.60271
N1 -8.44612 9.02203 13.41847
O3 -8.09989 8.71822 14.49635
O4 -9.44411 8.59258 12.85702
H3 -6.77873 10.25078 13.14529
H4 -8.28952 10.83415 12.25627
H5 -7.38713 9.45396 11.70479
C2 -14.24001 2.75773 8.23254
N2 -13.86627 3.49037 9.46808
O5 -12.83715 4.20990 9.43865
O6 -14.57899 3.36306 10.46657
H6 -14.45318 3.54419 7.50856
H7 -15.04460 2.04591 8.41703
H8 -13.33807 2.18163 8.02589
C3 -10.69105 7.48099 16.89521
N3 -11.51841 8.05831 15.85371
O7 -12.33355 8.92050 16.23536
O8 -11.40309 7.62109 14.70839
H9 -10.95210 7.95567 17.84106
H10 -9.72705 7.71356 16.44277
H11 -10.84533 6.40301 16.94283
C4 -11.31267 13.24626 11.93173
Cl1 -10.70399 11.61849 12.27531
Cl2 -12.50816 13.68326 13.14076
H12 -10.46903 13.93645 11.93004
H13 -11.84110 13.29220 10.97950
C5 -16.04073 6.52872 11.24933
Cl3 -16.06290 6.42975 9.43237
Cl4 -17.63992 7.09340 11.76945
H14 -15.93236 5.51914 11.64569
H15 -15.29278 7.17162 11.71338
C6 -9.15676 9.94767 8.93798
Cl5 -7.60499 9.14791 8.64793
Cl6 -8.94381 11.70581 9.26839
H16 -9.90410 9.83996 8.15186
H17 -9.72834 9.51294 9.75798
C7 -5.69940 6.12712 10.46853
Cl7 -5.22405 5.83964 8.73195
Cl8 -5.12931 7.71562 10.84289
H18 -6.78897 6.11265 10.44143
H19 -5.31071 5.40483 11.18638
C8 -9.95200 5.81470 7.99619
Cl9 -9.43290 4.86808 9.39777
Cl10 -9.02285 5.29825 6.55273
H20 -11.03271 5.73434 7.87903
H21 -9.68231 6.86129 8.13758
C9 -10.73393 9.72712 4.64383
Cl11 -12.26913 9.03665 4.01932
Cl12 -9.78756 8.42474 5.42329
H22 -10.15970 10.13494 3.81193
H23 -10.93299 10.49640 5.38994
C10 -13.54351 7.58111 7.04263
Cl13 -14.75554 8.72357 6.55100
Cl14 -13.59990 6.23610 5.82913
H24 -12.53828 8.00195 7.02067
H25 -13.87062 7.19747 8.00903
C11 -14.62033 9.97443 14.15609
Cl15 -16.35399 9.67903 13.91460
Cl16 -13.56170 8.86679 13.17191
H26 -14.31924 10.99000 13.89912
H27 -14.36456 9.65101 15.16509
C12 -13.12849 10.21498 9.83581
Cl17 -14.02484 11.50719 10.66863
Cl18 -12.45097 10.88863 8.33031
H28 -12.31513 9.87160 10.47504
H29 -13.78184 9.38097 9.57953